# 1
15
Properties=species:S:1:pos:R:3:forces:R:3:nbo_charge:R:1 method="wB97M-V/def2-TZVPD" lumo_ev="-4.55 / -4.55" charge=+1 e_above_lowest_kcal_mol=100.45 e_tot_ha=-266.93921 homo_lumo_gap_ev="7.6 / 7.6"
H 1.4193 -1.3914 -0.9837 0.900 -0.518 -1.736 0.24
H 2.4414 1.8301 0.2335 0.762 2.665 1.283 0.43
N -1.9346 0.4896 -0.2233 -0.262 -1.481 1.319 -0.26
H 0.7820 0.5296 1.3134 0.976 -0.429 -0.040 0.24
H -0.1449 -1.1831 -0.2785 -1.889 0.418 -0.390 0.29
H -3.0574 -1.2085 -0.5906 0.161 -0.228 -1.334 0.22
C -2.4180 -0.6728 0.0662 -1.285 0.093 0.336 -0.27
H 2.4573 0.7224 -1.0372 0.869 0.105 -1.075 0.41
C -1.1025 1.3440 -0.1274 1.356 1.975 -0.943 -0.01
N 2.1289 1.0179 -0.1541 -1.538 -4.370 -0.183 -0.63
C 1.3313 0.1578 0.4304 -1.870 1.700 0.076 0.32
H -2.6695 -0.9907 1.0765 0.569 0.745 0.305 0.22
H 1.0098 -1.9695 0.6187 0.293 0.921 -0.439 0.28
C 0.8910 -1.1341 -0.1289 1.576 -0.456 2.470 -0.71
H -1.1340 2.4588 -0.2149 -0.618 -1.140 0.352 0.23

***

# 2
49
Properties=species:S:1:pos:R:3:forces:R:3:mulliken_spin:R:1 method="wB97M-V/def2-TZVPD" lumo_ev="-3.60 / -4.00" spin_multiplicity=6 charge=+1 e_tot_ha=-2444.49973 homo_lumo_gap_ev="6.8 / 6.8"
H 2.3087 -2.9968 2.7601 0.296 0.032 -0.313 0.00
H 1.4132 -0.5952 -3.0132 0.203 -0.319 0.480 0.00
C -2.1076 2.7052 -2.0351 0.361 -0.331 0.340 -0.01
C 3.7147 -2.5311 -1.1450 0.486 -0.231 0.186 0.00
C -1.8258 1.8544 2.9717 0.032 -0.142 0.301 0.00
H -2.1370 -2.4561 2.3493 0.068 1.081 0.388 0.00
H 3.8688 -2.3813 2.0984 -0.294 -0.177 0.048 0.01
C -1.4742 3.0205 -3.2345 0.125 -0.277 0.117 0.02
N 1.0355 -1.3352 1.1981 2.915 -2.408 0.615 -0.01
N -0.8529 1.0121 0.9721 -0.622 1.459 0.731 0.05
C -1.7663 1.7442 0.2637 -0.211 -0.805 2.129 -0.01
O 0.5884 -1.5264 2.4755 -0.286 -0.032 -0.600 0.02
H 2.6381 1.9440 1.2419 -0.213 -0.332 -1.212 0.00
C 2.1732 -2.0039 0.8839 -2.924 1.381 2.179 0.08
H 4.5798 -2.5972 -0.4766 -0.134 -0.012 -0.107 0.00
H -3.1027 3.0730 -1.7736 0.492 0.086 -0.227 0.00
H -0.0215 0.6195 2.8433 -0.574 0.225 -0.263 0.00
H 3.4473 -3.5585 -1.4326 -0.038 0.246 0.074 0.00
H -2.4418 -1.0753 1.6573 0.350 -0.535 0.832 -0.01
H -3.6119 2.8054 0.2143 0.135 0.083 0.544 0.00
H -3.6871 2.9442 2.7582 0.140 -0.137 0.015 0.00
C -2.8763 2.4288 2.2516 0.182 -0.147 0.279 0.01
H -3.8854 -0.7216 0.0338 -0.373 -0.125 0.145 0.00
N -0.2660 1.2355 -1.4587 -0.350 2.387 -0.948 0.00
C 2.9044 -2.8552 1.8508 0.219 -0.284 0.080 0.00
N 1.7925 -1.0114 -1.1586 2.911 -2.146 -0.797 0.04
H 0.3914 2.7967 -4.3335 -0.133 0.150 -0.011 0.00
C -2.8535 2.3728 0.8675 0.714 -0.122 -0.505 0.00
H -1.7685 1.8990 4.0613 -0.175 0.150 -0.388 0.00
H -0.4692 -1.4838 2.4325 0.593 0.133 0.067 0.00
Fe 0.1255 -0.3503 -0.3063 -0.292 0.766 1.076 3.89
H -0.9384 -2.6623 -0.5813 -0.431 0.499 -0.271 0.02
C -0.1820 2.5304 -3.4557 0.173 -0.071 0.041 -0.01
C 0.4041 1.6469 -2.5481 -1.103 0.142 -0.079 0.04
H 1.4187 1.2634 -2.6816 -0.421 0.183 -0.025 0.01
C -1.4288 1.8875 -1.1204 0.860 -0.539 -2.130 0.06
C -0.8365 1.1265 2.3097 -0.496 0.213 -0.591 0.02
O 2.4068 1.6755 0.3177 0.562 -0.090 0.874 0.02
C -1.1473 -1.6059 -0.8768 1.426 -2.131 -2.118 0.44
C 2.5865 -1.8473 -0.4681 -1.611 2.294 -2.975 0.04
H -2.3382 -1.3403 -0.4090 -0.556 0.965 1.132 0.09
H -1.9749 3.6602 -3.9648 0.264 -0.232 0.210 0.00
O -2.9774 -0.7446 0.3429 -1.137 0.098 -0.354 0.16
H 3.1326 -3.8269 1.3849 -0.057 0.255 0.226 0.00
H 3.9819 -1.9779 -2.0489 0.067 -0.277 0.290 0.00
H 3.1890 1.2009 -0.0197 -0.396 0.375 0.311 0.00
O 2.1871 -0.9281 -2.5216 -0.485 0.017 0.615 0.02
H -1.3566 -1.5412 -1.9712 0.030 -0.267 0.468 0.02
O -1.9605 -1.4927 2.4940 -0.291 -1.050 -0.880 0.00

***

# 3
32
Properties=species:S:1:pos:R:3:forces:R:3:nbo_charge:R:1 method="wB97M-V/def2-TZVPD" lumo_ev=0.53 charge=0 e_above_lowest_kcal_mol=24.70 e_tot_ha=-883.48094 homo_lumo_gap_ev=9.1
O -1.3953 1.6254 -1.6389 1.367 -0.861 0.391 -0.52
C -1.0226 1.7494 1.3660 -0.103 -0.731 0.194 0.82
H -2.5969 2.9016 0.4569 0.168 -0.380 0.050 0.23
H -2.2825 -2.6514 -1.7165 0.165 0.412 0.139 0.50
C 2.2264 1.4741 -0.9944 0.642 -1.048 0.530 -0.18
H 0.0919 -1.0748 1.9171 0.193 0.146 0.035 0.39
H 0.4715 2.7676 1.9985 0.218 -0.323 0.139 0.50
H -0.3563 -2.5869 1.5793 -0.150 -0.192 0.126 0.35
C 1.3108 -0.6980 -0.5884 0.448 0.080 -0.108 0.01
O 0.1122 -2.7748 -0.6317 -0.950 2.402 -0.531 -0.68
N 0.3856 -2.0375 1.9833 -0.740 0.156 1.288 -0.85
O -0.6738 0.6765 1.8091 0.428 1.139 0.105 -0.62
C -2.3634 1.0998 -0.6993 0.022 -0.214 -0.642 -0.06
C -0.1162 1.0341 -1.4453 -0.412 0.563 0.448 0.35
C 1.3327 -2.1562 -0.2129 2.468 -0.519 -0.329 0.07
C 0.0618 -0.3100 -1.0474 0.430 0.309 -0.302 -0.46
H 2.1415 -2.6398 -0.7971 -0.249 0.085 0.268 0.19
H 3.0503 2.1760 -0.9060 -0.097 -0.047 -0.230 0.22
B -0.6618 -1.6697 -1.0968 -1.330 -0.851 -0.250 1.10
H -2.1264 0.0466 -0.5813 -0.559 0.283 0.325 0.22
C 1.0116 1.8811 -1.4855 -1.558 0.031 -0.038 -0.28
H 3.3459 -0.1520 -0.1059 -0.102 0.040 -0.045 0.21
H 1.8521 -3.3631 1.5407 0.226 -0.160 -0.231 0.19
C 2.3919 0.1709 -0.5136 0.071 0.237 -0.019 -0.24
C -2.3386 1.8422 0.6347 -0.517 1.425 -0.271 -0.55
H 2.4164 -1.7044 1.6562 -0.024 0.098 -0.223 0.20
H 0.8932 2.9070 -1.7919 -0.233 0.154 -0.069 0.23
H -3.3502 1.1836 -1.2010 0.591 0.056 0.457 0.20
O -0.3396 2.9160 1.5024 -0.853 -0.585 -0.313 -0.67
H -3.1170 1.4421 1.3072 0.374 -0.050 -0.290 0.25
O -1.9528 -1.7434 -1.6012 0.680 -1.251 0.147 -0.89
C 1.5975 -2.3319 1.3033 -0.611 -0.403 -0.749 -0.23

***

# 4
18
Properties=species:S:1:pos:R:3:forces:R:3:nbo_charge:R:1 method="wB97M-V/def2-TZVPD" lumo_ev=1.12 charge=0 e_above_lowest_kcal_mol=105.30 e_tot_ha=-347.79538 homo_lumo_gap_ev=9.8
H -1.5652 -0.3935 -0.8339 0.085 -0.282 -0.412 0.19
H 1.2300 0.5811 -0.5814 1.160 -0.447 -0.500 0.20
H 0.6266 0.5430 -2.8964 -0.794 -0.298 0.332 0.23
O 0.9787 -0.3613 1.8904 -0.674 -1.434 -0.896 -0.54
H -1.1327 0.9816 -2.5042 -0.726 0.610 -0.774 0.22
H 1.5034 1.6465 1.5249 0.500 -0.017 -0.247 0.17
H -0.9590 -1.3386 1.5701 -0.112 0.090 0.977 0.17
H 1.1660 -1.7905 -0.4715 0.098 0.289 -0.065 0.22
H -1.3400 1.2873 0.8462 -0.769 0.237 -0.275 0.22
C 0.1962 0.7001 -0.7639 -1.628 0.845 0.923 -0.27
C -0.4006 0.8290 0.6390 1.642 -2.020 1.211 -0.24
C 0.6637 1.0034 1.7517 -0.913 1.045 1.008 -0.07
C -0.5351 -0.5390 -1.1758 0.767 -0.683 -0.652 -0.22
C -0.2366 0.5168 -2.2054 1.204 -0.092 0.549 -0.36
H 0.2622 1.3507 2.7391 -0.031 0.029 -0.829 0.17
C 0.1079 -1.6069 -0.3047 -0.721 -0.132 0.826 -0.43
H -0.3967 -2.6131 -0.2988 0.274 1.012 0.051 0.21
C -0.1689 -0.7967 1.0744 0.638 1.246 -1.226 0.11

***

# 5
56
Properties=species:S:1:pos:R:3:forces:R:3:nbo_charge:R:1 method="wB97M-V/def2-TZVPD" lumo_ev=-4.77 charge=+1 e_above_lowest_kcal_mol=35.51 e_tot_ha=-3407.12536 homo_lumo_gap_ev=7.5
C -3.1471 0.6191 -1.7392 0.001 -0.071 -0.034 -0.22
F 1.6479 2.1580 1.9189 0.121 -0.110 -0.042 -0.68
S 0.1184 -0.7184 3.6641 0.022 0.302 -0.329 -0.24
C 2.3212 -2.3958 6.3353 0.048 -0.045 -0.038 -0.05
H 2.1353 -3.3572 8.2209 0.003 0.005 -0.002 0.23
S 2.0973 -2.1823 1.8689 -0.033 0.393 -0.021 -0.28
H -5.3137 1.6446 -3.1473 0.010 0.008 -0.001 0.22
H -1.0506 -1.6348 -3.6907 -0.006 -0.002 -0.004 0.23
H -3.6089 -0.9115 -3.1635 0.009 0.003 -0.013 0.21
C -1.7271 0.0722 -6.5319 0.003 0.002 0.011 -0.15
C -1.2986 1.3400 -6.1515 0.000 0.004 -0.004 -0.21
C -1.6418 -0.9974 -5.6505 -0.003 -0.003 -0.010 -0.22
H 4.5266 1.3476 5.0804 0.006 0.004 -0.001 0.22
H -5.4429 0.3265 -4.3076 -0.005 0.002 0.005 0.23
C -1.1931 -0.6585 -0.7783 -0.020 -0.053 -0.041 0.40
F -0.6779 3.2045 -0.6735 0.125 -0.089 -0.209 -0.64
H -1.3642 2.1658 -6.8463 0.000 0.000 0.001 0.24
C -0.7841 1.5421 -4.8853 -0.007 0.008 0.003 -0.15
F 0.7982 4.3599 1.0217 -0.142 -0.096 0.171 -0.64
H 0.7110 -3.5342 7.1891 0.000 -0.009 -0.006 0.22
H -3.6517 1.3547 -1.1112 -0.018 -0.011 -0.001 0.23
C 1.7995 -3.5133 7.1954 0.016 0.007 0.016 -0.63
C -0.1545 0.7281 -2.6603 -0.082 -0.067 -0.001 0.70
C -1.1342 -0.8020 -4.3770 0.000 -0.013 0.016 -0.18
H 2.1778 -4.4749 6.8528 -0.010 -0.002 -0.006 0.23
H -3.9852 1.3172 -4.2661 -0.004 -0.003 -0.005 0.21
H -1.9645 -1.9824 -5.9592 0.002 -0.001 0.002 0.23
C -0.7084 0.4688 -3.9942 0.024 0.026 0.031 -0.16
C -4.7554 0.8517 -3.6469 0.004 0.001 -0.007 -0.61
C -4.1321 -0.1074 -2.6424 0.012 -0.017 0.021 -0.41
O 1.8520 -2.6504 4.9625 0.121 -0.454 -0.345 -0.83
H 5.6609 0.1117 4.4984 -0.005 0.000 0.012 0.22
F 1.6868 0.8665 -0.1433 -0.359 -0.235 -0.239 -0.68
H -2.1249 -0.0830 -7.5261 -0.001 -0.002 0.000 0.23
F 2.3003 3.2209 -0.8148 -0.102 0.031 -0.086 -0.63
H -2.9838 -0.6018 -0.0224 0.009 -0.022 -0.002 0.43
C 3.8263 0.2373 3.3795 0.053 0.064 0.057 -0.07
H -0.4427 2.5185 -4.5679 0.002 -0.001 -0.005 0.25
H 1.9383 -1.4235 6.6431 0.006 0.002 0.003 0.19
H -2.4165 1.1663 -2.3251 0.027 0.030 -0.009 0.21
P 1.9328 -1.6300 3.7947 -0.256 0.455 0.526 1.76
N -2.4513 -0.2990 -0.8263 0.055 0.161 0.060 -0.52
H 4.2106 -0.3028 2.5154 -0.016 0.004 -0.020 0.20
C 4.9302 0.8600 4.1943 -0.007 -0.014 0.007 -0.63
Rh 0.7531 -0.2583 1.5299 0.321 -0.611 0.243 0.67
H 5.4374 1.6126 3.5911 0.000 -0.007 -0.010 0.24
Sb 0.8734 2.6722 0.2321 0.237 0.231 0.345 3.14
F -0.4762 1.3702 0.9512 -0.094 0.236 0.128 -0.66
H 0.6802 -0.6089 -1.3446 0.013 -0.029 -0.057 0.45
S -0.7217 -1.6911 0.5874 0.072 0.099 -0.043 0.07
H -4.9037 -0.5778 -2.0274 -0.009 0.005 -0.012 0.21
O 0.4336 1.7191 -2.3264 0.022 -0.107 -0.225 -0.51
H 3.4075 -2.3616 6.3032 -0.001 0.014 0.015 0.20
N -0.2457 -0.3609 -1.6742 -0.064 0.033 0.111 -0.66
O 3.1385 -0.7253 4.2345 -0.058 -0.041 0.044 -0.84
H 3.1076 0.9885 3.0563 -0.038 -0.015 -0.002 0.21

***

# 6
23
Properties=species:S:1:pos:R:3:forces:R:3:nbo_charge:R:1 method="wB97M-V/def2-TZVPD" lumo_ev=0.78 charge=0 e_above_lowest_kcal_mol=154.28 e_tot_ha=-384.38603 homo_lumo_gap_ev=10.2
H -0.5461 1.2664 -2.6157 -0.660 -0.932 -0.837 0.22
C -0.4194 -0.3375 0.4795 -3.730 -3.177 -0.008 -0.14
H -2.3927 -1.4045 0.8499 -0.488 0.418 0.068 0.22
H 1.9232 1.8515 1.2202 -2.201 -2.650 -1.406 0.35
H 0.4129 -1.2978 2.2218 -1.954 -1.142 -1.155 0.19
H -1.7938 -0.2789 2.1975 -0.732 0.620 0.996 0.24
H 0.9717 -1.2091 -2.9000 -1.085 1.501 0.664 0.21
H 1.6766 -0.0449 -1.9065 5.077 4.722 0.357 0.19
H 0.2536 1.5989 -1.3347 -0.305 0.203 0.962 0.22
H 0.3168 2.5608 1.9791 -3.617 -1.534 -0.981 0.32
N 1.3256 0.9660 0.7662 4.319 -0.779 5.274 -0.85
H 0.2318 -2.7023 0.9654 -2.919 3.124 0.748 0.26
H 1.8209 0.0579 1.3732 -1.300 3.084 -2.631 0.37
H 1.2960 -1.7746 -1.4716 0.659 1.612 0.718 0.20
H -0.8598 -1.2010 -1.6439 -1.363 0.724 1.213 0.23
C -0.3552 -1.6324 1.3757 6.317 -0.145 0.711 -0.41
C 1.0279 -0.7385 -1.8583 -5.232 -7.371 0.417 -0.58
C -0.0592 0.8430 1.2225 3.073 6.450 -1.743 0.42
C -0.3724 -0.3456 -1.1326 1.652 -1.405 -0.211 -0.20
N -0.6497 1.9698 1.6706 3.997 -2.504 0.452 -0.62
C -1.6062 -0.8544 1.3462 -0.139 -2.601 -2.704 -0.41
C -0.6602 1.0328 -1.5639 -0.273 3.187 -1.025 -0.65
H -1.5423 1.6744 -1.2406 0.904 -1.405 0.118 0.23